Record 1
Molecular formula: C17H17NO7S
Method: DFT, ωB97M-V/def2-TZVPD

Structure (ORCA input):
```
! wB97M-V def2-TZVPD RIJCOSX def2/J DEFGRID3
* xyz 0 1
C 2.31 1.65 -0.81
H 5.05 1.43 -2.54
N -3.19 -1.43 -0.16
C -5.50 -0.92 -0.52
O -1.71 3.74 0.78
H -6.16 -0.41 -1.23
C 0.94 -1.75 -0.31
H 4.24 -0.06 -1.97
H 0.48 0.79 3.78
H -1.60 -0.39 -2.05
C 0.29 2.65 0.08
C 0.29 -1.06 -1.31
C -1.14 -2.26 0.74
O 3.18 -1.85 -1.66
O 3.23 1.76 -1.78
C -4.07 -0.78 -0.99
S 2.71 -1.80 -0.30
H -3.60 -1.91 0.63
O 3.21 -2.79 0.60
C -1.81 -1.53 -0.25
H 0.87 -0.62 -2.10
H -5.62 -0.46 0.46
O 1.36 -0.18 2.17
H 1.33 3.33 -1.67
C 4.43 1.00 -1.76
H 0.71 -0.97 3.89
H -0.59 -0.31 2.86
H 4.94 1.09 -0.79
H -1.70 -2.74 1.52
H -0.70 4.33 -0.86
H -0.50 1.81 1.87
C 2.27 0.70 0.21
C 0.28 1.74 1.14
C 0.24 -2.37 0.71
H -5.79 -1.97 -0.46
C 0.43 -0.15 3.23
H 0.79 -2.91 1.46
C -0.79 3.65 0.00
C -1.08 -0.94 -1.28
C 1.30 2.62 -0.86
O 3.15 -0.35 0.31
O -3.75 -0.18 -1.98
C 1.27 0.77 1.21
*
```

## Properties
energy = -1637.6076 Eh
ΔE to the lowest compared entry with this formula, charge and spin = 21.3 kcal per mole
SMILES = COc1cc(C=O)cc(OC)c1OS(=O)(=O)c1ccc(NC(C)=O)cc1
HOMO energy = -8.9 eV
frontier orbital gap = 8.810 eV



Record 2
Molecular formula: C17H18BN10Pt
Method: DFT, ωB97M-V/def2-TZVPD

Structure (ORCA input):
```
! wB97M-V def2-TZVPD RIJCOSX def2/J DEFGRID3
* xyz 2 2
N -2.39 1.21 -1.95
H -2.77 2.61 -4.78
N -2.04 1.43 -3.23
H 2.80 -0.29 -0.04
C -2.86 2.30 -3.76
C 0.34 -1.93 -3.26
N -1.84 -1.32 0.82
Pt 0.23 -1.31 1.09
H -1.42 3.28 -0.71
N 0.07 0.92 0.86
N -2.41 -0.56 -0.15
C 2.59 -1.87 2.82
H -4.49 3.53 -2.87
H 1.73 -2.75 -1.72
C 0.93 -2.09 -2.01
C -3.71 -0.87 -0.24
N -0.77 1.35 -0.09
C -4.00 -1.85 0.70
C 4.33 -0.28 1.45
N 5.86 -0.36 3.30
C -2.80 -2.10 1.34
N 2.22 -1.39 1.62
C 3.79 -1.56 3.41
H 6.52 0.22 2.81
H 4.99 0.34 0.88
C -0.82 2.70 -0.04
C 0.55 1.97 1.51
C -3.40 2.04 -1.63
H -4.36 -0.41 -0.96
C 0.01 3.13 0.97
B -1.54 0.38 -1.02
H 1.88 -2.51 3.33
H 1.26 1.85 2.31
H -3.82 2.08 -0.65
H 4.02 -1.95 4.39
C -3.75 2.76 -2.76
N 0.38 -1.24 -1.16
N -0.57 -0.54 -1.79
H 0.57 -2.45 -4.16
H -1.28 -0.49 -3.78
H 6.14 -0.70 4.21
C 4.71 -0.72 2.74
H -2.60 -2.78 2.15
H -4.95 -2.32 0.87
H 0.19 4.14 1.28
C 3.11 -0.63 0.95
C -0.61 -0.94 -3.07
*
```

## Properties
energy = -1349.8236 Eh
ΔE to the lowest compared entry with this formula, charge and spin = 0.0 kcal per mole
HOMO energy (spin up / spin down) = -14.2 / -14.2 eV
frontier orbital gap (spin up / spin down) = 4.626 / 4.672 eV



Record 3
Molecular formula: C17H18ClN5O4S
Method: DFT, ωB97M-V/def2-TZVPD

Structure (ORCA input):
```
! wB97M-V def2-TZVPD RIJCOSX def2/J DEFGRID3
* xyz 0 1
O -2.90 -4.62 -4.67
C -2.12 -4.86 -1.36
N -2.16 -3.67 -2.05
C -0.10 0.69 -2.30
H -3.99 -7.13 -2.77
H 0.65 -0.54 1.28
N 0.80 2.93 1.84
C 0.95 3.70 4.82
H -0.86 -2.91 0.30
H -0.39 1.06 -3.28
C 1.55 1.37 4.86
O 2.77 2.96 0.25
C -0.34 -0.99 -0.57
H -0.90 2.73 3.03
C 1.65 3.88 6.00
C -3.25 -5.97 -4.36
C 0.87 2.42 4.23
S 1.94 1.99 0.99
H 1.65 4.88 6.49
N -0.89 -2.25 -0.47
C 0.67 1.53 -1.47
O 2.70 1.13 1.88
O -1.81 -4.94 -0.18
H 1.32 3.73 2.20
H -2.37 -6.81 -1.35
C 0.13 2.26 2.92
H -2.41 -6.66 -4.60
H 2.65 2.89 7.66
H 1.09 2.46 -1.80
N -1.32 -1.56 -2.58
C -1.51 -2.52 -1.67
H -4.33 -5.35 -2.57
N -2.43 -6.03 -2.00
C -0.62 -0.58 -1.86
C 2.22 2.83 6.68
H -0.07 1.20 2.72
C 0.38 -0.18 0.28
H -2.50 -4.56 -5.55
C 0.88 1.09 -0.14
C 2.18 1.54 6.09
H 2.71 0.74 6.57
H -4.08 -6.31 -4.98
Cl 0.17 5.07 4.14
H 1.56 0.36 4.45
C -3.59 -6.13 -2.89
H -2.33 -3.76 -3.07
*
```

## Properties
energy = -2091.7656 Eh
ΔE to the lowest compared entry with this formula, charge and spin = 0.0 kcal per mole
SMILES = O=C(NCCO)Nc1nc2ccc(S(=O)(=O)NCc3ccccc3Cl)cc2[nH]1
HOMO energy = -8.5 eV
frontier orbital gap = 8.835 eV



Record 4
Molecular formula: C17H18Co2N3O6
Method: DFT, ωB97M-V/def2-TZVPD

Structure (ORCA input):
```
! wB97M-V def2-TZVPD RIJCOSX def2/J DEFGRID3
* xyz -1 1
C 2.85 4.57 -0.39
H -3.87 -1.01 0.25
H 3.81 4.06 -0.57
C 0.38 3.57 -2.06
C -0.08 5.72 -0.55
H 3.07 -1.71 0.53
C 2.06 -1.43 0.81
H -0.85 -3.97 -0.27
C 1.33 3.25 1.30
H -3.03 1.22 -0.01
O -1.02 6.34 -0.28
H 1.84 -0.23 -0.94
C -2.95 -1.42 0.68
Co 3.04 6.52 -0.73
N 0.29 0.22 0.41
C 1.91 7.73 -0.11
O 4.61 7.85 -2.77
O 1.52 6.47 -3.66
H 1.39 -2.93 -0.58
C 1.63 6.05 -2.58
H -1.28 -3.61 1.42
O -0.17 2.65 -2.51
H 2.04 -1.30 1.90
C 1.79 3.97 0.27
H 1.97 3.01 2.15
C -2.57 -2.70 -0.04
C 4.00 7.30 -1.96
C -1.21 -3.17 0.41
H 1.23 -3.40 1.13
H 2.25 0.71 0.52
C 1.66 -0.13 0.15
N -0.25 -2.10 0.42
C 4.27 6.78 0.48
H -2.53 1.17 1.70
H -2.55 -2.54 -1.13
Co 1.29 4.84 -1.23
H -3.14 -1.63 1.74
N -1.91 -0.45 0.51
O 5.13 7.01 1.22
O 1.26 8.63 0.24
H -3.31 -3.48 0.17
C -0.58 -0.77 0.45
H 0.28 2.96 1.34
C -2.22 0.95 0.67
C 1.13 -2.56 0.43
H -1.32 1.51 0.43
*
```

## Properties
energy = -4039.8068 Eh
ΔE to the lowest compared entry with this formula, charge and spin = 0.0 kcal per mole
HOMO energy = -3.9 eV
frontier orbital gap = 6.264 eV



Record 5
Molecular formula: C17H18F5NO5TeZr
Method: DFT, ωB97M-V/def2-TZVPD

Structure (ORCA input):
```
! wB97M-V def2-TZVPD RIJCOSX def2/J DEFGRID3
* xyz 2 1
H 0.42 3.79 -2.10
H -3.28 2.50 1.62
C -1.31 0.60 1.62
H -2.65 3.46 2.96
Te 3.29 0.16 1.48
C -0.40 2.04 3.53
H -2.71 -3.35 -0.87
F 3.58 0.68 3.19
C 0.53 1.90 -2.14
N 0.70 -0.39 -2.22
H 1.18 1.57 -4.89
O 0.57 3.05 -2.72
F 1.80 1.42 1.18
F 4.36 1.49 0.85
H 1.66 -0.67 -5.91
C -0.90 -0.56 2.29
C -1.88 0.43 0.35
H -1.08 -3.84 -0.36
O 0.82 -3.84 -2.00
O 0.84 -2.16 -0.49
H -3.16 1.80 3.24
O 1.89 -0.97 1.74
H 0.61 1.65 3.39
C 0.78 0.71 -2.97
H -2.51 -0.92 -1.20
C 1.38 -0.59 -4.87
C 0.88 -2.69 -1.72
H -2.20 1.31 -0.21
C -2.01 -3.37 -0.03
H -0.79 2.66 1.51
C -1.24 1.99 2.25
C 1.11 0.66 -4.31
Zr 0.61 -0.27 0.09
H 1.53 -2.72 -4.46
H -2.42 -4.00 0.76
F 2.77 -0.07 -0.44
O 0.32 1.74 -0.93
C -2.06 -0.84 -0.22
H -0.89 1.48 4.33
C -2.67 2.46 2.53
F 4.64 -1.05 1.33
C -1.11 -1.83 1.74
C -1.74 -2.00 0.50
H -0.79 -2.71 2.29
C 0.96 -1.58 -2.74
C 1.31 -1.73 -4.08
H -0.32 3.07 3.86
H -0.41 -0.49 3.25
*
```

## Properties
energy = -1903.6145 Eh
ΔE to the lowest compared entry with this formula, charge and spin = 12.9 kcal per mole
HOMO energy = -16.5 eV
frontier orbital gap = 8.517 eV



Record 6
Molecular formula: C17H18F5O17
Method: DFT, ωB97M-V/def2-TZVPD

Structure (ORCA input):
```
! wB97M-V def2-TZVPD RIJCOSX def2/J DEFGRID3
* xyz -1 1
O 1.28 -0.84 8.19
O -2.57 -0.25 7.08
H -1.51 1.99 5.07
O 0.27 1.02 8.72
C -0.07 3.70 4.44
C 1.42 0.42 8.36
O -0.80 2.83 3.60
H 1.02 3.76 4.45
H -0.44 5.89 4.51
C -0.82 0.52 3.31
H -3.84 3.83 8.31
H -0.24 -1.57 3.79
O -2.95 2.96 2.85
H -0.39 -1.14 7.12
C -3.35 3.33 7.48
F 0.47 0.86 3.45
H -0.75 3.50 9.17
H -0.19 3.55 5.51
C -0.16 4.97 7.00
O -0.35 6.05 6.56
C -0.58 3.06 8.19
H -1.67 0.23 8.51
O -0.89 -1.35 1.81
C -1.98 3.49 3.27
O -1.11 4.04 7.17
O 1.02 4.46 7.43
C -2.14 0.06 5.98
H -0.23 0.88 5.64
H -1.39 0.97 4.12
F -0.79 -0.26 10.20
O -4.13 3.06 5.30
H -2.33 3.11 7.81
C -4.27 1.92 6.00
H -1.98 -1.30 3.52
C -0.68 -0.01 8.90
H -0.96 2.04 8.21
H -0.38 -2.17 8.55
C -0.07 -1.20 8.16
C 0.86 3.14 7.86
H -4.12 4.95 6.08
F -2.31 4.33 5.62
O -2.59 -0.57 5.02
O -1.19 -0.03 -0.07
C -0.97 -1.03 3.19
F 0.06 5.38 2.72
O 2.40 1.11 8.07
C -1.06 -0.19 1.14
C -0.55 5.01 3.89
O -1.88 4.68 3.67
O -4.05 2.13 7.32
F 1.16 2.21 6.95
H -1.06 1.84 6.80
H 1.40 2.99 8.79
O -1.20 0.86 1.97
C -1.21 1.30 5.86
C -3.52 4.04 6.11
O -4.58 0.80 5.55
*
```

## Properties
energy = -2436.8255 Eh
HOMO energy = -5.1 eV
frontier orbital gap = 7.307 eV



One value per record, in order, for M: 379.39 568.29 423.88 478.21 630.15 589.30 g mol⁻¹.